Record 1
Here is a structure of composition C47H68Cl3CsGeN5O4SSi3 from OMol25. Energies are from ωB97M-V with the def2-TZVPD basis set.

```
133
C47H68Cl3CsGeN5O4SSi3, DFT ωB97M-V with the def2-TZVPD basis set
Cs -0.349 -0.548 1.410
S 2.757 -2.572 0.760
C 2.140 -3.280 -0.742
C 2.126 -4.673 -0.855
C 1.638 -5.236 -2.015
C 1.173 -4.407 -3.026
C 1.223 -3.043 -2.819
N 1.702 -2.478 -1.706
H 2.497 -5.284 -0.043
H 1.609 -6.313 -2.126
H 0.765 -4.804 -3.945
H 0.854 -2.359 -3.575
O -4.701 5.948 -0.534
C -5.001 4.667 -1.066
C -3.865 3.720 -0.798
C -4.076 2.352 -0.863
C -3.000 1.508 -0.633
N -1.778 1.932 -0.345
C -1.578 3.247 -0.269
C -2.589 4.175 -0.493
C -0.198 3.666 0.113
C 0.303 4.925 -0.198
C 1.578 5.266 0.230
C 2.164 6.618 -0.084
O 1.851 7.076 -1.392
C 2.290 4.330 0.963
C 1.713 3.091 1.216
N 0.506 2.756 0.785
H -5.433 6.537 -0.733
H -5.154 4.728 -2.151
H -5.916 4.259 -0.625
H -5.058 1.940 -1.059
H -3.129 0.429 -0.663
H -2.407 5.234 -0.393
H -0.278 5.628 -0.780
H 3.248 6.589 0.075
H 1.755 7.370 0.593
H 2.088 6.380 -2.014
H 3.285 4.549 1.328
H 2.215 2.326 1.795
C -0.145 -4.188 2.441
O -1.011 -3.294 1.792
Si -2.322 -3.778 0.812
C -3.069 -5.259 1.727
C -1.472 -4.551 -0.686
C -3.414 -2.418 0.457
Si -4.157 -2.426 -1.180
C -2.941 -2.099 -2.605
C -5.505 -1.113 -1.437
C -5.065 -4.024 -1.661
Si -4.338 -1.782 1.876
C -3.417 -2.002 3.519
C -4.741 0.067 1.857
C -6.013 -2.627 2.160
H -0.665 -4.796 3.189
H 0.634 -3.616 2.952
H 0.352 -4.867 1.735
H -2.354 -6.078 1.852
H -3.903 -5.638 1.127
H -3.469 -5.002 2.710
H -0.798 -5.342 -0.342
H -0.876 -3.806 -1.217
H -2.166 -5.000 -1.400
H -2.217 -1.330 -2.316
H -3.473 -1.759 -3.500
H -2.375 -2.993 -2.871
H -5.081 -0.120 -1.596
H -6.219 -1.050 -0.614
H -6.057 -1.377 -2.345
H -4.442 -4.915 -1.564
H -5.429 -3.979 -2.694
H -5.930 -4.162 -1.005
H -2.414 -1.565 3.529
H -3.290 -3.051 3.797
H -4.003 -1.520 4.309
H -3.829 0.670 1.866
H -5.297 0.307 2.770
H -5.346 0.382 1.005
H -5.870 -3.705 2.278
H -6.681 -2.481 1.306
H -6.524 -2.251 3.052
Cl -0.529 0.409 8.458
C 0.046 0.440 6.807
C -0.741 0.984 5.812
C -0.273 1.004 4.510
Cl -1.321 1.731 3.308
C 0.999 0.495 4.099
O 1.407 0.489 2.893
C 1.731 -0.057 5.196
Cl 3.295 -0.748 4.851
C 1.288 -0.087 6.501
H -1.719 1.385 6.037
H 1.906 -0.524 7.273
C 4.861 2.033 -2.046
C 5.521 0.928 -2.862
C 5.899 -0.313 -2.058
C 4.709 -1.159 -1.594
Ge 3.682 -0.654 0.005
C 4.779 -0.214 1.561
C 5.778 0.943 1.497
C 5.129 2.317 1.509
C 6.148 3.443 1.396
H 4.642 2.904 -2.667
H 5.524 2.361 -1.240
H 3.919 1.725 -1.590
H 6.427 1.334 -3.322
H 4.870 0.631 -3.692
H 6.530 -0.013 -1.215
H 6.532 -0.947 -2.687
H 5.050 -2.174 -1.365
H 4.003 -1.278 -2.417
H 2.544 0.340 -0.283
H 5.300 -1.143 1.808
H 4.056 -0.046 2.364
H 6.425 0.866 0.615
H 6.451 0.872 2.358
H 4.544 2.424 2.428
H 4.409 2.384 0.690
H 6.866 3.407 2.218
H 5.679 4.429 1.416
H 6.714 3.366 0.464
N 0.635 0.525 -8.040
C 0.567 0.575 -6.894
C 0.484 0.635 -5.457
C 1.598 0.343 -4.680
C 1.465 0.409 -3.301
N 0.339 0.755 -2.686
C -0.717 1.036 -3.444
C -0.703 0.985 -4.831
H 2.538 0.061 -5.134
H 2.298 0.160 -2.660
H -1.622 1.314 -2.917
H -1.594 1.207 -5.401
```

As for the charge: -1. As for the spin multiplicity: 1. Its energy above the lowest of the compared OMol25 structures with the same formula, charge and spin is 0.90 kcal/mol.

Here are the Mulliken charges for atoms 1 to 99, given in e: -0.580, -0.478, 0.745, -0.896, -0.550, -0.663, -0.372, 0.366, 0.482, 0.403, 0.456, 0.186, -0.513, -0.685, -0.323, -0.504, -1.445, 1.120, 0.379, -1.170, 0.164, -0.742, 0.590, -0.684, -0.517, -1.251, -0.906, 1.039, 0.302, 0.308, 0.356, 0.531, 1.076, 0.583, 0.575, 0.341, 0.293, 0.328, 0.388, 0.524, -0.963, 0.690, -0.828, -1.163, -0.542, 2.010, 0.093, -0.992, -0.982, -1.201, -0.097, -0.524, -0.617, -1.147, 0.214, 0.186, 0.184, 0.337, 0.264, 0.326, 0.369, -0.387, 0.464, -0.049, 0.525, 0.362, -0.012, 0.192, 0.464, 0.304, 0.345, 0.273, -0.029, 0.233, 0.367, 0.020, 0.435, 0.156, 0.288, 0.283, 0.336, -0.283, 0.380, -0.890, 1.128, -0.003, -1.521, 0.226, 0.438, -0.287, -0.895, 0.420, 0.442, 0.002, -0.385, -0.786, -0.469, 0.681, -0.208

Record 2
Here is a cluster of 13 separate species, C47H76Cl24F2N2O2 in total from OMol25. Energies are from ωB97M-V with the def2-TZVPD basis set.

```
153
C47H76Cl24F2N2O2, DFT ωB97M-V with the def2-TZVPD basis set
C 4.164 -7.319 3.107
C 3.605 -6.251 2.995
C 2.799 -4.981 2.953
C 2.069 -4.758 1.585
C 2.784 -3.683 0.658
C 1.750 -2.569 0.408
C 1.810 -1.325 1.106
C 2.937 -1.073 2.140
C 2.450 -1.444 3.583
F 1.597 -0.414 3.985
C 0.844 -0.310 0.916
N 0.800 0.926 1.583
C 1.861 1.869 1.168
C 2.315 2.646 2.463
C -0.201 -0.591 -0.010
F -1.168 0.328 -0.245
C -0.274 -1.791 -0.689
C 0.706 -2.818 -0.505
C 0.542 -4.142 -1.278
O 1.464 -4.760 -1.754
C -0.915 -4.604 -1.439
C -1.824 -3.632 -1.616
N -3.246 -3.898 -1.735
C -3.871 -3.131 -0.592
C -5.138 -3.817 -0.045
C -5.788 -2.984 1.111
C -4.747 -2.533 2.186
C -1.409 -2.143 -1.659
O -1.924 -1.359 -2.413
H 4.977 -8.031 3.172
H 2.058 -5.053 3.777
H 3.430 -4.093 3.149
H 2.012 -5.746 1.087
H 1.024 -4.442 1.769
H 3.078 -4.211 -0.261
H 3.702 -3.328 1.148
H 3.865 -1.596 1.863
H 3.192 0.003 2.199
H 1.933 -2.423 3.593
H 3.315 -1.518 4.275
H -0.119 1.359 1.528
H 2.737 1.389 0.707
H 1.402 2.652 0.524
H 1.408 2.730 3.098
H 2.662 3.684 2.245
H 3.033 2.039 3.044
H -1.210 -5.660 -1.387
H -3.504 -3.368 -2.575
H -4.111 -2.096 -0.910
H -3.109 -3.149 0.214
H -4.950 -4.822 0.387
H -5.887 -3.982 -0.850
H -6.540 -3.587 1.662
H -6.291 -2.068 0.744
H -5.204 -1.998 3.037
H -4.195 -3.423 2.561
H -3.966 -1.864 1.768
Cl 2.610 -1.428 -4.585
C 1.896 -3.054 -4.746
C 2.170 -3.664 -6.100
Cl 1.294 -2.826 -7.409
H 0.827 -2.974 -4.553
H 2.339 -3.673 -3.966
H 1.836 -4.702 -6.110
H 3.232 -3.646 -6.340
Cl -0.301 3.955 -1.633
C -1.306 5.168 -0.802
C -0.961 5.285 0.663
Cl -1.431 3.829 1.580
H -2.351 4.898 -0.948
H -1.127 6.121 -1.299
H -1.500 6.125 1.103
H 0.104 5.449 0.813
Cl -5.401 6.778 0.733
C -4.962 5.621 2.019
C -6.083 4.661 2.332
Cl -7.463 5.470 3.122
H -4.666 6.192 2.897
H -4.093 5.069 1.663
H -5.730 3.894 3.021
H -6.451 4.169 1.436
Cl 5.691 2.082 4.426
C 6.356 3.709 4.114
C 5.339 4.626 3.479
Cl 4.945 4.134 1.816
H 7.238 3.597 3.490
H 6.669 4.115 5.076
H 5.735 5.639 3.425
H 4.412 4.653 4.051
Cl -8.072 2.119 1.166
C -9.604 2.735 1.839
C -10.011 2.003 3.094
Cl -10.488 0.317 2.766
H -10.366 2.658 1.065
H -9.450 3.790 2.061
H -10.874 2.494 3.543
H -9.206 1.989 3.826
Cl 5.459 -1.515 6.526
C 5.591 -0.539 8.011
C 6.779 0.392 7.975
Cl 8.326 -0.488 8.059
H 5.641 -1.219 8.858
H 4.672 0.041 8.091
H 6.748 1.061 8.835
H 6.784 0.997 7.070
Cl -0.475 -4.746 4.044
C -0.836 -5.422 5.653
C 0.054 -6.595 5.989
Cl -0.303 -8.018 4.981
H -1.888 -5.698 5.675
H -0.679 -4.621 6.375
H -0.105 -6.892 7.025
H 1.107 -6.348 5.863
Cl 7.288 6.182 -0.629
C 8.998 5.859 -0.249
C 9.157 4.968 0.957
Cl 8.670 5.790 2.463
H 9.499 6.815 -0.106
H 9.430 5.376 -1.126
H 10.204 4.688 1.073
H 8.569 4.056 0.861
Cl -3.351 -4.863 -8.154
C -1.643 -5.214 -7.783
C -1.489 -6.157 -6.617
Cl -1.970 -5.400 -5.079
H -1.138 -4.270 -7.594
H -1.211 -5.662 -8.678
H -0.442 -6.445 -6.513
H -2.079 -7.062 -6.749
Cl 1.472 -4.427 -12.476
C 2.799 -4.268 -11.299
C 3.011 -5.535 -10.506
Cl 1.661 -5.860 -9.391
H 2.575 -3.424 -10.649
H 3.700 -4.034 -11.866
H 3.910 -5.443 -9.897
H 3.128 -6.400 -11.156
Cl -1.034 9.374 -4.484
C 0.668 9.042 -4.077
C 0.800 8.125 -2.885
Cl 0.279 8.912 -1.371
H 1.166 9.995 -3.904
H 1.119 8.574 -4.952
H 1.843 7.841 -2.751
H 0.214 7.217 -3.014
Cl -6.966 4.737 -4.333
C -7.974 5.946 -3.498
C -7.629 6.061 -2.033
Cl -8.092 4.606 -1.116
H -9.017 5.673 -3.643
H -7.798 6.901 -3.994
H -8.170 6.898 -1.591
H -6.564 6.227 -1.884
```

As for the spin multiplicity: 1.

Here are the Mulliken charges for atoms 1 to 99, given in e: -0.060, -0.994, 0.450, -0.112, -1.491, -0.360, 0.816, -1.041, 0.210, -0.339, -1.161, 0.218, -0.221, -0.770, 0.598, -0.432, 1.027, 1.502, -0.079, -0.637, -0.817, -0.189, -0.340, -0.192, -0.788, -0.365, -0.973, -0.101, -0.583, 0.417, -0.227, 0.197, 0.480, -0.154, 0.538, 0.534, 0.625, 0.005, 0.033, 0.023, 0.274, 0.363, 0.046, 0.315, 0.278, 0.062, 0.454, 0.446, 0.328, 0.200, 0.257, 0.294, 0.306, 0.302, 0.368, 0.260, 0.167, -0.214, -0.169, -0.413, -0.200, 0.208, 0.163, 0.199, 0.426, -0.163, -0.123, -0.639, -0.242, 0.246, 0.060, 0.437, 0.405, -0.197, 0.040, -0.271, -0.221, 0.375, -0.193, 0.367, 0.098, -0.156, -0.374, -0.559, -0.187, 0.103, 0.346, 0.412, 0.408, -0.185, -0.355, -0.488, -0.194, 0.382, 0.207, 0.342, 0.293, -0.180, -0.476

Number 1: energy -194589.574 eV. Number 2: energy -363019.875 eV.